CH2N4 | wB97M-V/def2-TZVPD

```
! wB97M-V def2-TZVPD RIJCOSX def2/J DEFGRID3
* xyz 0 1
C -0.128 -0.764 0.020
N 0.980 -0.665 0.679
N 1.332 0.646 0.632
N 0.374 1.328 0.071
N -0.548 0.431 -0.388
H -0.555 -1.741 -0.255
H -1.457 0.765 -0.759
*
```

- LUMO energy (eV) = 0.680
- molar mass (u) = 70.05
- structure (SMILES) = c1nnn[nH]1

natural (NBO) atomic charge list, values in e, 2 entries:
1. C 0.147
2. N -0.299